(1)
A cluster of 2 separate species, C4H14N3O in total at a distorted geometry. Source: OMol25; level of theory: ωB97M-V/def2-TZVPD.

As for the spin multiplicity: 2. The total energy is -399.6242 Eh. The energy above the lowest of the compared OMol25 structures with the same formula, charge and spin comes out at 100.4 kJ/mol. For the HOMO-LUMO gap (spin up / spin down), the calculation gives 11.1 / 5.6 eV. Its net charge is +2.

XYZ file:
```
22
Properties=species:S:1:pos:R:3:forces:R:3
H 0.0148 -1.2172 -3.6283 -0.480 -0.087 -0.412
H 1.8845 0.6815 -0.8982 0.016 0.233 0.210
H -0.1039 -1.6876 3.3840 0.684 -0.153 0.138
H 0.7259 0.6927 -2.0943 -0.139 0.061 0.054
H 1.5192 -1.3240 0.8810 0.108 0.364 0.332
C -0.3996 -1.2392 -1.6498 0.266 0.105 -0.121
C 0.4560 -1.1318 0.7288 -0.021 -0.496 -1.336
H -1.4123 -0.3987 -3.1514 -0.026 -0.168 -0.686
H -0.8546 -2.2026 -1.4576 -0.112 -0.110 0.033
H -1.2647 -0.3486 1.8192 -0.152 0.089 -0.071
H 0.0159 -2.1295 0.7032 -0.181 -0.005 0.279
H 0.3870 1.5088 -0.6658 0.294 0.132 0.092
H -1.3704 2.9416 0.1411 0.064 -0.181 -0.139
C -0.1665 -0.2630 1.8159 1.374 -0.178 1.026
N -0.4551 -0.6433 -2.9418 0.427 0.212 1.056
C 0.2611 -0.6146 -0.6825 -0.122 0.256 0.558
H -0.1784 3.8375 -0.0493 0.302 -0.280 -0.124
H 0.1297 -0.0681 3.9147 0.570 -0.112 0.094
N 0.2112 -0.7407 3.1448 -2.073 0.169 -0.431
O -0.4237 2.8971 -0.0598 -0.433 0.412 0.318
H 0.1466 0.7762 1.8050 -0.220 0.228 -0.367
N 0.8772 0.6735 -1.0589 -0.145 -0.490 -0.504
```
Positions in Å, forces in eV/Å.

---

(2)
A structure of composition C8H23LiNO4 at a distorted geometry. Source: OMol25; level of theory: ωB97M-V/def2-TZVPD.

As for the spin multiplicity: 1. The total energy is -681.4394 Eh. The energy above the lowest of the compared OMol25 structures with the same formula, charge and spin comes out at 169.4 kJ/mol. For the HOMO-LUMO gap, the calculation gives 9.9 eV. Its net charge is +1.

XYZ file:
```
37
Properties=species:S:1:pos:R:3:forces:R:3
H 1.6342 3.1221 -1.1683 1.017 1.484 1.878
C -2.3428 -0.3059 0.1857 -6.005 0.763 3.162
O 1.0192 -3.5829 -0.1923 -1.145 -1.527 1.326
H 2.8752 0.1671 2.5317 -0.935 -0.141 -0.341
N -1.0468 -0.5639 -0.3223 0.538 -2.267 -1.453
C 1.3672 2.4381 -1.8833 -1.496 1.197 -5.143
H 1.3382 -0.1309 3.2137 -2.064 -2.653 6.012
C 0.5302 -2.3569 -0.6203 4.890 -1.196 -5.812
H 2.2152 -3.9809 -1.9573 -0.715 -0.339 1.508
H -1.3948 -2.6269 0.1057 -0.603 -0.580 -0.170
Li 0.0392 1.0471 0.3327 0.322 -0.095 -0.077
H -1.1218 3.8841 1.3127 0.146 -0.460 -0.825
O 1.2742 1.1321 -1.3533 2.041 -1.723 -2.522
H -3.3178 -0.8489 -0.0773 1.545 0.442 -2.070
C -0.6118 -1.9009 0.1147 0.310 1.161 1.279
O 1.0722 1.1131 1.9827 -1.308 3.912 0.036
H 1.8182 0.5391 -2.0163 -1.785 1.438 2.327
H -2.7758 1.2571 -1.1073 2.111 0.779 -1.584
C -2.6058 1.2441 -0.0463 -3.977 -3.265 -0.115
H 1.5712 -1.8149 -0.7443 -2.190 0.803 0.924
H 2.0132 2.6611 -2.8923 -0.914 -1.245 2.717
H 2.5572 -4.9029 -0.4243 -0.322 -2.613 0.694
O -1.6578 1.9511 0.6237 1.972 0.347 0.154
C 1.7792 -0.0299 2.3697 4.123 3.137 -1.424
C 2.1502 -4.0429 -0.8133 3.816 4.102 -1.440
H 0.3622 2.8261 -2.3093 1.041 -0.942 0.926
H -2.8718 3.3941 1.4337 2.054 0.267 -1.470
H 3.1882 -3.3809 -0.4853 -2.660 -0.687 -0.825
C -1.8808 3.3301 0.7437 -4.433 0.710 0.786
H 0.3422 -2.5119 -1.7663 -0.448 0.471 1.439
H -2.8508 -0.8289 1.3147 3.323 2.097 -1.887
H -1.0608 -0.6659 -1.3903 -0.322 0.661 1.789
H -3.7208 1.5601 -0.0123 1.365 -0.274 2.067
H -0.2028 -1.8509 1.0997 -0.486 0.260 1.302
H 1.6502 -0.7859 1.7067 -0.503 -2.204 -1.988
H -2.2308 3.6931 -0.2733 1.005 0.321 1.244
H 0.8962 1.7531 2.7847 0.692 -2.143 -2.424
```
Positions in Å, forces in eV/Å.